No. 1
Computed, not measured: a structure of composition C54H45N10O6PtSSi, with ωB97M-V/def2-TZVPD.

Cartesian coordinates (Å):
Pt  0.071  0.307  -0.035
C  -0.026  1.609  5.363
N  0.003  0.865  4.107
C  0.038  1.346  2.876
N  0.070  0.322  2.031
C  0.048  -0.783  2.831
N  0.004  -0.492  4.103
C  -1.423  1.899  5.863
C  -1.585  2.870  6.851
C  -2.870  3.146  7.328
C  -3.976  2.488  6.829
C  -3.819  1.507  5.827
C  -2.516  1.218  5.366
C  -4.929  0.835  5.245
N  -6.225  1.018  5.421
N  -6.878  0.191  4.580
C  -5.963  -0.495  3.901
O  -4.691  -0.131  4.293
C  -6.102  -1.462  2.884
C  -7.349  -1.745  2.267
C  -7.421  -2.648  1.231
C  -6.278  -3.318  0.761
C  -5.054  -3.080  1.383
C  -3.836  -3.855  0.965
N  -2.795  -3.050  0.297
C  -2.260  -1.882  0.649
N  -1.211  -1.638  -0.125
C  -1.153  -2.715  -0.952
N  -2.090  -3.602  -0.722
C  -4.962  -2.179  2.431
H  0.516  2.539  5.205
H  0.526  1.009  6.081
H  0.035  2.396  2.620
H  0.079  -1.794  2.452
H  -0.724  3.411  7.233
H  -2.999  3.904  8.095
H  -4.975  2.715  7.182
H  -2.397  0.466  4.596
H  -8.231  -1.220  2.615
H  -8.378  -2.844  0.760
H  -6.348  -4.022  -0.063
H  -4.088  -4.637  0.259
H  -3.380  -4.320  1.839
H  -2.664  -1.210  1.397
H  -0.418  -2.835  -1.736
H  -4.018  -2.026  2.946
C  -1.953  3.300  -1.441
S  -1.425  2.833  0.193
O  -1.806  3.883  1.103
O  -2.020  1.520  0.495
O  0.069  2.691  0.104
H  -2.844  2.725  -1.684
H  -1.151  3.053  -2.135
H  -2.148  4.371  -1.429
O  -2.276  0.420  -2.357
C  -1.194  0.097  -2.788
N  -0.941  -0.327  -4.077
C  0.482  -0.472  -4.335
C  1.015  -0.363  -2.886
O  2.148  -0.650  -2.563
N  0.007  0.042  -2.069
C  0.988  0.696  -5.190
C  1.500  1.852  -4.611
C  1.846  2.940  -5.404
C  1.687  2.884  -6.780
C  1.182  1.729  -7.366
C  0.838  0.642  -6.575
C  0.857  -1.830  -4.910
C  -0.084  -2.843  -5.041
C  0.283  -4.082  -5.558
C  1.596  -4.319  -5.932
C  2.547  -3.315  -5.778
C  2.181  -2.078  -5.270
H  -1.597  -0.090  -4.802
H  1.654  1.910  -3.537
H  2.249  3.830  -4.933
H  1.958  3.734  -7.397
H  1.060  1.669  -8.441
H  0.456  -0.263  -7.039
H  -1.107  -2.663  -4.731
H  -0.460  -4.865  -5.662
H  1.882  -5.282  -6.340
H  3.581  -3.500  -6.048
H  2.923  -1.298  -5.138
C  3.854  1.817  4.298
C  3.881  2.697  3.226
C  3.469  2.279  1.964
C  3.017  0.975  1.738
C  3.037  0.099  2.831
C  3.436  0.507  4.094
Si  2.444  0.328  0.032
C  3.262  1.526  -1.172
C  2.840  2.859  -1.267
C  3.505  3.760  -2.093
C  4.592  3.344  -2.850
C  5.013  2.021  -2.778
C  4.353  1.124  -1.948
C  3.220  -1.385  0.040
C  2.482  -2.539  -0.222
C  3.066  -3.798  -0.166
C  4.415  -3.922  0.145
C  5.170  -2.785  0.408
C  4.573  -1.530  0.366
H  4.170  2.142  5.282
H  4.227  3.713  3.370
H  3.496  2.989  1.146
H  2.756  -0.938  2.684
H  3.421  -0.194  4.920
H  1.983  3.194  -0.694
H  3.172  4.793  -2.142
H  5.101  4.045  -3.502
H  5.855  1.688  -3.374
H  4.678  0.086  -1.913
H  1.433  -2.444  -0.477
H  2.472  -4.682  -0.371
H  4.874  -4.903  0.191
H  6.222  -2.877  0.655
H  5.167  -0.648  0.599

## Properties
DFT total energy (eV): -105878.35913
Charge: -1
Relative energy (zero: lowest compared OMol25 entry of this formula, charge and spin) (eV): 0.672
Gap between HOMO and LUMO (alpha / beta) (eV): 3.67 / 5.97
LUMO (alpha / beta) (Ha): 0.0772 / 0.0407
Multiplicity: 3
HOMO level (alpha / beta) (eV): -1.6 / -4.9

---

No. 2
Computed, not measured: a structure of composition C18H33CaClNO10P, with ωB97M-V/def2-TZVPD.

Cartesian coordinates (Å):
C  -0.082  3.555  4.550
C  -0.835  3.251  3.237
C  0.012  3.564  2.003
Cl  -0.543  4.972  1.104
N  0.250  2.435  1.079
C  -0.553  1.610  0.526
P  -2.443  1.510  0.748
O  -2.896  3.003  1.147
O  -2.618  0.597  2.116
C  0.146  0.569  -0.435
C  0.213  -0.719  0.318
C  -1.025  -1.713  0.269
C  -1.275  -2.614  1.590
C  -2.754  -2.936  1.689
O  -3.001  -3.886  0.703
C  -4.367  -3.957  0.291
C  -0.653  0.559  -1.741
O  -0.515  -0.620  -2.480
C  0.757  -0.839  -3.071
O  0.683  -2.066  -3.686
C  1.644  -3.019  -3.264
C  2.936  -2.933  -4.089
O  4.060  -2.648  -3.292
C  1.622  1.143  -0.347
C  2.179  1.881  -1.563
O  1.355  3.005  -1.811
O  1.582  3.301  -3.194
C  2.706  0.072  0.098
O  3.541  -0.335  -0.679
O  2.568  -0.388  1.360
C  1.677  2.207  0.751
H  -0.598  4.301  5.134
H  0.006  2.669  5.161
H  0.928  3.911  4.380
H  -1.063  2.194  3.257
H  -1.731  3.846  3.230
H  0.988  3.842  2.360
H  -3.668  2.926  1.726
H  -1.797  0.480  2.600
H  0.385  -0.376  1.372
H  1.098  -1.309  -0.032
H  -0.798  -2.425  -0.511
H  -1.940  -1.233  -0.041
H  -0.769  -3.594  1.409
H  -0.904  -2.142  2.539
H  -3.010  -3.299  2.682
H  -3.306  -2.028  1.465
H  -5.001  -3.243  0.805
H  -4.738  -4.944  0.528
H  -4.448  -3.813  -0.777
H  -0.439  1.431  -2.357
H  -1.700  0.612  -1.483
H  1.579  -0.800  -2.353
H  0.920  -0.075  -3.832
H  1.197  -3.992  -3.432
H  1.870  -2.954  -2.200
H  3.060  -3.832  -4.678
H  2.788  -2.117  -4.788
H  4.570  -3.443  -3.146
H  2.320  1.275  -2.444
H  3.167  2.244  -1.294
H  1.316  4.223  -3.286
H  2.114  3.147  0.443
H  2.180  1.939  1.674
Ca  1.055  -1.980  1.963

## Properties
DFT total energy (eV): -81395.17653
Charge: +2
Gap between HOMO and LUMO (eV): 6.50
LUMO (Ha): -0.2844
Multiplicity: 1
HOMO level (eV): -14.2

---

No. 3
Computed, not measured: a cluster of 2 separate species, C3H13N2 in total, with ωB97M-V/def2-TZVPD.

Cartesian coordinates (Å):
C  2.207  1.132  0.432
N  1.383  0.216  1.292
H  1.923  2.132  0.761
H  2.043  0.870  -0.668
H  3.285  1.011  0.542
H  2.012  -0.547  1.517
H  1.153  0.619  2.197
H  -0.133  -0.287  0.216
C  -2.127  -0.673  0.373
N  -0.939  -0.099  -0.410
C  -0.663  -0.620  -1.782
H  -2.163  -1.740  0.246
H  -3.128  -0.301  0.113
H  -2.028  -0.396  1.424
H  -1.082  0.908  -0.391
H  -0.738  -1.710  -1.893
H  -1.312  -0.020  -2.431
H  0.367  -0.377  -2.015

## Properties
DFT total energy (eV): -6295.28350
Charge: +1
Relative energy (zero: lowest compared OMol25 entry of this formula, charge and spin) (eV): 1.334
Gap between HOMO and LUMO (eV): 11.15
LUMO (Ha): -0.1115
Multiplicity: 1
HOMO level (eV): -14.2